Here is a structure of composition C38H51BrMnNP3 at a distorted geometry from OMol25. Energies are from wB97M-V/def2-TZVPD.

Results
energy = -6281.77303 Ha
HOMO (alpha / beta) = -12.9 / -13.0 eV
2S+1 = 6
ΔE to the lowest compared entry with this formula, charge and spin = 0.0 kJ/mol
largest force on an atom = 0.059 Eh/bohr
<S²> = 9.13
E_LUMO (alpha / beta) = -0.2445 / -0.3236 hartree
net charge = +2
orbital gap (alpha / beta) = 6.2 / 4.2 eV

CARTESIAN COORDINATES (ANGSTROEM)
C (-0.84330, 6.56766, -4.72341)
C (-1.00180, 5.20339, -5.02253)
C (-1.32687, 4.87999, -6.35103)
C (-1.42986, 5.89977, -7.30948)
N (-1.24557, 7.18528, -7.00482)
C (-0.96418, 7.52201, -5.74513)
C (-0.84243, 4.17979, -4.00700)
C (-0.74904, 3.32229, -3.14395)
C (-0.74434, 2.38563, -2.09418)
C (0.24418, 2.50336, -1.10764)
C (0.16711, 1.70289, 0.02231)
C (-0.93113, 0.82105, 0.13079)
C (-1.88026, 0.64504, -0.86431)
C (-1.77258, 1.42953, -2.00881)
Mn (-0.04828, -0.67670, 0.93183)
P (2.11040, -1.44221, 0.52840)
H (-1.49160, 3.84725, -6.63826)
H (-0.62094, 6.88343, -3.70979)
H (-1.66542, 5.65138, -8.34627)
H (-0.82368, 8.58108, -5.51945)
H (-2.48491, 1.36910, -2.83291)
H (1.02318, 3.25967, -1.24135)
H (-2.69192, -0.06325, -0.73398)
H (0.94289, 1.79305, 0.78505)
C (2.16838, -3.07198, 1.36955)
C (2.99144, -4.14832, 0.66763)
H (1.12171, -3.40725, 1.48477)
H (2.55352, -2.88055, 2.38409)
H (2.98059, -5.06732, 1.26597)
H (2.58992, -4.41299, -0.31751)
H (4.03917, -3.85688, 0.53408)
C (1.80649, -1.74382, -1.25638)
C (2.71813, -1.02851, -2.24486)
H (0.75713, -1.46471, -1.47315)
H (1.85899, -2.83071, -1.40246)
H (2.39816, -1.27135, -3.26769)
H (2.67421, 0.06375, -2.14093)
H (3.76504, -1.34175, -2.13940)
C (3.66086, -0.51819, 0.78690)
C (4.97304, -1.29648, 0.67667)
H (3.58137, -0.05601, 1.78469)
H (3.65416, 0.30865, 0.05872)
H (5.81644, -0.60476, 0.81093)
H (5.07134, -2.07698, 1.44085)
H (5.09532, -1.76811, -0.30692)
Br (-2.22519, -1.54725, 1.59647)
P (-2.54466, -3.76658, -2.37084)
C (-0.72570, -3.93780, -2.21146)
C (-0.37364, -5.38216, -2.59310)
H (-0.45517, -3.69929, -1.16839)
H (-0.24679, -3.21224, -2.89047)
H (0.67908, -5.47647, -2.87537)
H (-0.55872, -6.06797, -1.75803)
H (-0.97999, -5.73029, -3.44184)
C (-3.18943, -3.73797, -0.67129)
C (-4.61300, -4.28825, -0.56330)
H (-3.13452, -2.68723, -0.34300)
H (-2.48832, -4.32744, -0.05880)
H (-4.88049, -4.39190, 0.49269)
H (-5.35144, -3.62543, -1.02827)
H (-4.70056, -5.27494, -1.03373)
C (-2.79755, -2.07738, -3.03298)
C (-3.10847, -2.24068, -4.52623)
H (-1.88814, -1.48702, -2.85115)
H (-3.64380, -1.63059, -2.48710)
H (-3.50843, -1.31408, -4.94178)
H (-2.20827, -2.50176, -5.09431)
H (-3.85045, -3.03472, -4.68750)
C (-2.00361, 1.18206, 3.41761)
P (-0.22933, 0.80952, 3.11570)
C (0.46867, 2.49019, 3.44880)
C (-0.22053, 3.63515, 3.00475)
C (0.15205, 4.90388, 3.45062)
C (1.27481, 5.06671, 4.26717)
C (2.02385, 3.94371, 4.62494)
C (1.64080, 2.67086, 4.19777)
C (0.28106, -0.12364, 4.61667)
C (1.59934, -0.61279, 4.75121)
C (2.01878, -1.15784, 5.96798)
C (1.12496, -1.27571, 7.04031)
C (-0.20272, -0.88141, 6.86971)
C (-0.63169, -0.34697, 5.65145)
H (-2.38635, 1.77961, 2.58179)
H (-2.14318, 1.73370, 4.35745)
H (-2.58554, 0.25081, 3.42979)
H (-1.07819, 3.54108, 2.33630)
H (-0.44041, 5.77624, 3.16686)
H (1.57044, 6.06053, 4.60612)
H (2.90625, 4.05931, 5.25317)
H (2.24427, 1.81394, 4.48706)
H (2.29946, -0.56808, 3.91055)
H (3.04879, -1.49976, 6.08160)
H (1.45825, -1.68746, 7.99448)
H (-0.91850, -0.99711, 7.68653)
H (-1.68311, -0.10333, 5.51372)